# 1
An isolated molecule of C17H19Cl2N3O3. Source: the OMol25 dataset; level of theory: ωB97M-V/def2-TZVPD.

The geometry in XYZ format:
```
44
Properties=species:S:1:pos:R:3:mulliken_charge:R:1
C -2.282 -3.778 -0.749 -1.49
C -2.213 -2.296 -0.763 0.35
O -3.118 -1.626 -1.489 -0.20
N -2.911 -0.296 -1.366 -0.62
C -1.901 -0.132 -0.557 -2.23
C -1.359 1.181 -0.192 0.18
C -1.658 1.764 1.037 0.98
Cl -2.735 0.957 2.102 -0.20
C -1.108 2.984 1.399 -0.69
C -0.253 3.632 0.525 -0.42
C 0.057 3.076 -0.704 -0.67
C -0.497 1.855 -1.050 1.11
Cl -0.106 1.134 -2.568 -0.17
C -1.388 -1.395 -0.133 1.28
C -0.266 -1.610 0.807 0.83
O -0.082 -0.907 1.779 -0.61
N 0.487 -2.702 0.512 -0.09
C 1.700 -2.996 1.235 -1.02
C 2.946 -2.487 0.497 -0.86
N 2.839 -1.077 0.181 0.51
C 2.999 -0.220 1.345 -0.94
C 2.769 1.232 0.935 0.09
O 3.647 1.637 -0.090 -0.48
C 3.509 0.795 -1.210 -0.11
C 3.778 -0.665 -0.848 -0.75
H -3.321 -4.091 -0.819 0.41
H -1.748 -4.194 -1.604 0.34
H -1.841 -4.163 0.167 0.37
H -1.351 3.414 2.357 0.45
H 0.180 4.579 0.805 0.40
H 0.730 3.574 -1.384 0.40
H 0.407 -3.099 -0.410 0.28
H 1.606 -2.521 2.213 0.38
H 1.783 -4.079 1.373 0.42
H 3.837 -2.715 1.109 0.32
H 3.038 -3.032 -0.448 0.44
H 2.249 -0.479 2.091 0.45
H 4.008 -0.329 1.782 0.36
H 2.951 1.902 1.777 0.44
H 1.727 1.341 0.604 -0.31
H 4.230 1.147 -1.951 0.42
H 2.492 0.878 -1.618 -0.14
H 3.637 -1.288 -1.734 0.45
H 4.824 -0.767 -0.505 0.32
```

Results
largest force on an atom = 0.02689 Eh/bohr
multiplicity = 1
HOMO-LUMO gap = 9.3533 eV
energy = -53594.396 eV
E_LUMO = 0.52 eV
total charge = 0
molecular weight = 384.3 Da
structure (SMILES) = Cc1onc(-c2c(Cl)cccc2Cl)c1C(=O)NCCN1CCOCC1
relative energy (zero: lowest compared OMol25 entry of this formula, charge and spin) = 0.0 kcal per mole
HOMO energy = -0.325 Eh

=====

# 2
An isolated molecule of C3H5NO2S. Source: the OMol25 dataset; level of theory: ωB97M-V/def2-TZVPD.

The geometry in XYZ format:
```
12
Properties=species:S:1:pos:R:3:mulliken_charge:R:1
C -2.268 0.010 0.088 -0.69
O -0.997 -0.460 -0.088 -0.38
C 0.058 0.310 -0.093 0.37
S -0.068 1.962 -0.062 -0.27
N 1.194 -0.474 -0.089 -0.12
C 2.563 -0.197 0.000 0.04
O 3.039 0.903 0.069 -0.44
H -2.241 0.742 0.919 0.33
H -2.867 -0.866 0.151 0.24
H -2.584 0.607 -0.767 0.34
H 0.961 -1.460 0.057 0.25
H 3.211 -1.077 -0.185 0.33
```

Results
largest force on an atom = 0.05986 Eh/bohr
multiplicity = 1
HOMO-LUMO gap = 9.1535 eV
energy = -19611.748 eV
E_LUMO = 0.41 eV
total charge = 0
molecular weight = 119.1 Da
structure (SMILES) = COC(=S)NC=O
relative energy (zero: lowest compared OMol25 entry of this formula, charge and spin) = 17.6 kcal per mole
HOMO energy = -0.321 Eh

=====

# 3
A cluster of 5 separate species, C27H56N2O17P4 in total. Source: the OMol25 dataset; level of theory: ωB97M-V/def2-TZVPD.

The geometry in XYZ format:
```
106
Properties=species:S:1:pos:R:3:mulliken_charge:R:1
C 2.387 -1.648 0.413 -0.75
O 2.492 -1.903 -0.980 -0.43
C 3.384 -1.010 -1.628 -0.51
C 4.868 -1.314 -1.313 -0.63
C 5.772 -0.457 -2.264 -0.21
C 6.279 0.816 -1.573 -0.61
C 7.213 1.680 -2.461 -0.76
C 6.548 3.054 -2.835 -1.29
C 5.163 2.731 -3.421 0.81
C 5.153 1.991 -4.665 -0.73
C 3.956 1.651 -5.187 -0.54
C 2.728 1.992 -4.556 0.55
N 1.569 1.578 -5.148 -0.66
C 0.489 1.935 -4.495 -0.55
C 0.531 2.715 -3.310 -0.12
N 1.615 3.140 -2.704 -0.60
C 2.737 2.730 -3.367 0.38
C 4.010 3.074 -2.816 -0.18
H 2.698 -2.563 0.946 0.26
H 3.017 -0.817 0.761 0.32
H 1.354 -1.451 0.742 0.27
H 3.229 -1.159 -2.708 0.30
H 3.132 0.050 -1.427 0.41
H 5.029 -2.358 -1.619 0.28
H 5.115 -1.145 -0.258 0.33
H 5.145 -0.244 -3.143 -0.03
H 6.605 -1.094 -2.596 0.43
H 6.904 0.476 -0.727 0.42
H 5.470 1.405 -1.117 0.32
H 8.163 1.919 -1.964 0.44
H 7.444 1.179 -3.413 0.35
H 6.336 3.611 -1.909 0.36
H 7.151 3.625 -3.549 0.36
H 6.097 1.706 -5.125 0.37
H 3.961 1.075 -6.114 0.38
H -0.476 1.623 -4.896 0.40
H -0.428 2.981 -2.854 0.52
H 4.063 3.622 -1.872 0.34
C -0.986 5.713 -1.688 -0.64
O -2.252 6.353 -1.505 -0.28
P -3.356 6.252 -2.639 1.01
O -3.031 5.392 -3.776 -0.73
O -3.679 7.768 -3.009 -0.29
C -2.604 8.697 -3.133 -0.63
O -4.639 5.832 -1.815 -0.28
C -5.922 6.243 -2.306 -0.65
H -0.201 6.469 -1.651 0.29
H -0.831 5.005 -0.875 0.30
H -0.920 5.184 -2.636 0.22
H -1.787 8.283 -3.726 0.30
H -2.246 8.971 -2.140 0.25
H -2.988 9.588 -3.625 0.27
H -5.917 6.368 -3.389 0.35
H -6.196 7.187 -1.836 0.20
H -6.658 5.488 -2.042 0.29
C 2.322 -6.285 5.642 -0.84
O 1.906 -6.789 4.368 -0.20
P 1.142 -5.843 3.351 1.12
O 1.012 -4.443 3.749 -0.73
O -0.237 -6.589 3.066 -0.26
C -0.943 -7.179 4.163 -0.65
O 1.940 -6.094 2.003 -0.29
C 1.219 -5.954 0.774 -0.75
H 1.840 -6.872 6.423 0.28
H 3.402 -6.403 5.726 0.27
H 2.068 -5.235 5.775 0.37
H -0.997 -6.495 5.011 0.29
H -0.455 -8.103 4.461 0.26
H -1.951 -7.409 3.825 0.27
H 0.390 -5.254 0.879 0.35
H 0.834 -6.929 0.476 0.22
H 1.893 -5.588 0.003 0.30
C 1.563 -14.600 3.423 -0.71
O 1.719 -13.331 2.782 -0.30
P 0.784 -12.116 3.188 1.07
O -0.130 -12.352 4.305 -0.71
O 0.083 -11.687 1.822 -0.25
C -0.396 -12.701 0.940 -0.68
O 1.830 -10.951 3.403 -0.36
C 1.398 -9.605 3.151 -0.60
H 1.316 -15.345 2.667 0.26
H 2.508 -14.872 3.891 0.25
H 0.781 -14.589 4.181 0.36
H -0.956 -13.466 1.480 0.30
H 0.446 -13.152 0.415 0.28
H -1.050 -12.227 0.211 0.25
H 0.327 -9.496 3.307 0.20
H 1.643 -9.340 2.123 0.22
H 1.926 -8.939 3.823 0.37
C -6.197 7.800 1.474 -0.41
O -7.010 8.665 2.271 -0.33
P -8.149 9.528 1.585 1.06
O -8.367 9.287 0.159 -0.68
O -7.788 11.032 1.968 -0.30
C -6.427 11.456 1.905 -0.62
O -9.393 9.238 2.521 -0.34
C -10.392 10.256 2.648 -0.62
H -5.156 8.111 1.568 0.28
H -6.294 6.783 1.850 0.31
H -6.477 7.817 0.423 0.05
H -5.952 11.130 0.978 0.29
H -5.884 11.061 2.764 0.26
H -6.414 12.542 1.951 0.26
H -10.442 10.884 1.758 0.32
H -10.162 10.875 3.515 0.24
H -11.356 9.776 2.798 0.24
```

Results
largest force on an atom = 0.04252 Eh/bohr
multiplicity = 1
HOMO-LUMO gap = 9.0432 eV
energy = -103858.762 eV
E_LUMO = -0.04 eV
total charge = 0
molecular weight = 804.6 Da
structure (SMILES) = COCCCCCCc1ccc2nccnc2c1.COP(=O)(OC)OC.COP(=O)(OC)OC.COP(=O)(OC)OC.COP(=O)(OC)OC
relative energy (zero: lowest compared OMol25 entry of this formula, charge and spin) = 2.3 kcal per mole
HOMO energy = -0.334 Eh

=====

# 4
An isolated molecule of C6H6O3. Source: the OMol25 dataset; level of theory: ωB97M-V/def2-TZVPD.

The geometry in XYZ format:
```
15
Properties=species:S:1:pos:R:3:mulliken_charge:R:1
C -1.340 1.517 -0.338 -1.13
C -1.049 0.057 -0.131 0.52
C -2.174 -0.876 -0.237 -0.20
O -2.072 -2.116 -0.070 -0.54
C 0.131 -0.448 0.223 -0.21
O 1.234 0.390 0.355 -0.34
C 2.404 -0.244 0.774 -0.70
C 3.351 -0.509 -0.124 0.83
O 4.198 -0.739 -0.877 -0.32
H -1.766 1.568 -1.350 0.31
H -0.442 2.134 -0.284 0.35
H -2.097 1.817 0.404 0.28
H -3.167 -0.477 -0.482 0.38
H 0.331 -1.506 0.304 0.44
H 2.459 -0.567 1.833 0.34
```

Results
largest force on an atom = 0.07051 Eh/bohr
multiplicity = 1
HOMO-LUMO gap = 9.2855 eV
energy = -12458.815 eV
E_LUMO = 0.05 eV
total charge = 0
molecular weight = 126.1 Da
structure (SMILES) = C/C(C=O)=C\OC=C=O
relative energy (zero: lowest compared OMol25 entry of this formula, charge and spin) = 52.8 kcal per mole
HOMO energy = -0.339 Eh